Record 1
2 unconnected molecules or ions with the total composition CH7NS2 at a distorted geometry. Source: the OMol25 dataset; level of theory: wB97M-V/def2-TZVPD.

The geometry in XYZ format:
```
11
Properties=species:S:1:pos:R:3:forces:R:3
C -0.467246 -1.716851 0.365263 -1.8 -3.1 1.0
N -0.667288 -0.449069 -0.325132 1.5 -1.5 0.6
H -0.133919 -2.579772 -0.342672 -0.7 1.5 1.1
H 0.245719 -1.752459 1.193362 0.3 0.6 -0.2
H -1.473185 -2.095466 0.957179 2.2 0.8 -1.7
H -0.488239 -0.664174 -1.290385 -0.6 0.7 -0.4
H -1.587439 -0.169378 -0.110505 -1.0 0.7 -0.5
S 0.260917 2.428889 0.546525 0.4 0.4 0.0
S 1.958815 2.325593 -0.721299 0.3 -0.8 0.6
H 0.688242 1.406042 1.326971 -0.1 0.3 -0.4
H 1.663622 3.266645 -1.599307 -0.5 0.5 -0.1
```
Forces are in eV/Å.

Its lowest unoccupied orbital energy is 0.3 eV. The total charge is 0. The HOMO-LUMO gap is 8.4460 eV. The SMILES is CN.SS.


Record 2
CH7NSi in the gas phase at a distorted geometry. Source: the OMol25 dataset; level of theory: wB97M-V/def2-TZVPD.

The geometry in XYZ format:
```
10
Properties=species:S:1:pos:R:3:forces:R:3
C 1.436036 -0.252770 -0.243480 -3.1 -1.5 -1.5
N 0.183237 0.380960 0.295113 6.3 0.7 -2.3
Si -1.388635 -0.046779 0.305762 -4.9 -1.4 -0.6
H 2.256364 0.063812 0.303237 1.6 1.0 0.9
H 1.375715 -1.344987 -0.275970 -0.1 0.2 0.4
H 1.509644 0.045828 -1.345561 -0.1 0.3 1.3
H 0.484340 1.470642 0.026930 -0.5 1.0 0.5
H -1.449223 -1.421756 0.770685 -0.3 -0.4 0.0
H -2.253417 0.248443 -0.953465 1.2 -0.5 0.3
H -2.154062 0.856607 1.116748 0.0 0.6 1.0
```
Forces are in eV/Å.

The spin multiplicity is 3. Its lowest unoccupied orbital energy (spin up / spin down) is 1.0 / -3.4 eV. The total charge is 0. The HOMO-LUMO gap (spin up / spin down) is 4.8774 / 8.5338 eV.


> Look up the total charge of the second one.

0


> What is the formula in the second record?

CH7NSi


> What is the total charge in the second record?

0